Entry from OMol25: a molecular structure, C30H24N4O4Pb (ωB97M-V/def2-TZVPD).

The calculation puts the relative energy (zero: lowest compared OMol25 entry of this formula, charge and spin) at 50.6 kJ/mol. The largest force on an atom comes out at 0.290 eV/Å. The frontier orbital gap is 0.2338 Eh. The value obtained for the electronic energy is -1870.3946 a.u. The LUMO energy comes out at -0.85 eV.

Last column: Mulliken charge in e.
Geometry (Å):
1 Pb 0.31122 -0.20071 0.58609  1.31
2 O 2.02132 0.87679 1.66453  -0.70
3 C 2.14000 1.24543 2.89394  0.34
4 C 3.43865 1.31121 3.47105  -0.59
5 C 3.64334 1.72918 4.75786  -0.32
6 C 2.57098 2.11624 5.57858  -0.73
7 C 1.30746 2.06288 5.05178  -0.83
8 C 1.05438 1.62360 3.73570  0.54
9 C -0.32849 1.66385 3.32649  -0.12
10 N -0.87040 1.22873 2.24938  0.01
11 C -2.30382 1.49077 2.11748  -0.96
12 C -2.82978 1.03966 0.76550  -1.00
13 N -2.45646 -0.33823 0.52188  0.24
14 C -3.35124 -1.16475 0.19515  -0.93
15 C -3.10375 -2.56662 -0.16780  0.73
16 C -4.08084 -3.28313 -0.74730  -0.31
17 C -3.88138 -4.64385 -1.23507  -0.62
18 C -2.66963 -5.19571 -1.25067  -0.87
19 C -1.45806 -4.46670 -0.75104  0.75
20 C -1.80337 -3.23917 0.09092  -0.17
21 O -1.07321 -2.91452 1.00328  -0.65
22 H 4.26455 1.02175 2.83430  0.41
23 H 4.65383 1.76637 5.14729  0.37
24 H 2.73890 2.45483 6.59072  0.39
25 H 0.46025 2.36684 5.65707  0.31
26 H -0.98543 2.14908 4.06042  0.29
27 H -2.49491 2.56447 2.21000  0.51
28 H -2.84969 0.98309 2.92048  0.45
29 H -2.36055 1.64158 -0.01693  0.21
30 H -3.91678 1.18439 0.72237  0.56
31 H -4.40293 -0.85382 0.11830  0.24
32 H -5.05554 -2.82858 -0.88792  0.40
33 H -4.73530 -5.18058 -1.62511  0.42
34 H -2.52400 -6.18698 -1.66416  0.41
35 H -0.90337 -5.10754 -0.06031  0.53
36 O -0.88315 -1.84129 -1.77628  -0.65
37 C -0.04948 -2.69723 -1.99367  0.23
38 C -0.49006 -4.15796 -1.94239  0.72
39 C 0.60050 -5.17179 -2.06509  -0.80
40 C 1.84427 -4.81600 -2.37723  -0.78
41 C 2.19994 -3.41765 -2.57235  -0.25
42 C 1.35056 -2.38940 -2.38044  0.49
43 C 1.76837 -0.99629 -2.59527  -1.16
44 N 1.22660 -0.05340 -1.93194  0.40
45 N 1.58354 1.23262 -2.23390  -0.80
46 C 0.88275 2.06829 -1.48812  0.28
47 O 0.04350 1.76470 -0.57136  -0.38
48 C 1.09413 3.52312 -1.75567  0.24
49 C 0.36806 4.46080 -1.03009  -0.32
50 C 0.52530 5.81563 -1.28028  -0.66
51 C 1.41591 6.24244 -2.25451  -0.35
52 C 2.15294 5.30912 -2.97235  -0.65
53 C 1.99224 3.95564 -2.72727  -0.21
54 H -1.09708 -4.22865 -2.85783  0.39
55 H 0.34231 -6.21415 -1.91897  0.41
56 H 2.61920 -5.56202 -2.48542  0.41
57 H 3.21995 -3.19549 -2.86686  0.46
58 H 2.52536 -0.78777 -3.35341  0.42
59 H -0.30861 4.11132 -0.26295  0.34
60 H -0.04449 6.53952 -0.71183  0.40
61 H 1.53844 7.29913 -2.45290  0.38
62 H 2.85530 5.63866 -3.72701  0.38
63 H 2.55777 3.21824 -3.27887  0.45

Forces on the atoms, in the same order (eV/Å):
Pb 0.1 0.0 0.0
O -0.1 -0.1 0.0
C 0.1 0.0 0.1
C 0.0 0.0 -0.1
C 0.0 0.0 0.1
C 0.0 0.0 -0.1
C 0.0 0.0 0.0
C -0.1 0.0 0.0
C 0.1 0.0 -0.1
N 0.0 0.0 0.1
C 0.0 0.1 0.0
C 0.0 0.0 0.0
N 0.0 0.0 -0.1
C 0.0 -0.1 0.0
C 0.0 0.0 0.0
C 0.0 -0.1 0.0
C -0.1 0.1 0.0
C 0.1 0.0 0.0
C 0.0 0.0 0.1
C 0.0 0.1 0.2
O -0.1 -0.1 -0.2
H 0.0 0.0 0.0
H 0.0 0.0 0.0
H 0.0 0.0 0.0
H 0.0 0.0 0.0
H 0.0 0.0 0.0
H 0.0 0.0 0.0
H 0.0 0.0 0.0
H 0.0 0.0 0.0
H 0.0 0.0 0.0
H 0.0 0.0 0.0
H 0.0 0.0 0.0
H 0.0 0.0 0.0
H 0.0 0.0 0.0
H 0.0 0.0 0.0
O 0.1 -0.1 0.0
C 0.0 0.1 0.1
C 0.0 0.0 -0.1
C -0.1 0.0 0.0
C 0.0 0.1 0.0
C 0.0 -0.1 0.0
C -0.1 0.0 0.0
C -0.1 0.1 0.0
N 0.2 0.1 0.0
N -0.1 -0.2 0.1
C 0.1 0.1 0.0
O -0.1 0.0 0.0
C -0.1 0.0 0.0
C 0.0 0.0 0.0
C 0.0 0.0 0.0
C 0.0 0.0 0.0
C 0.0 0.0 0.0
C 0.0 0.0 0.0
H 0.0 0.0 0.0
H 0.0 0.0 0.0
H 0.0 0.0 0.0
H 0.0 0.0 0.0
H 0.0 0.0 0.0
H 0.0 0.0 0.0
H 0.0 0.0 0.0
H 0.0 0.0 0.0
H 0.0 0.0 0.0
H 0.0 0.0 0.0